Record 1
ORCA calculation (ωB97M-V/def2-TZVPD) on a structure of composition C50H47HgN6O2P.

spin multiplicity: 2
charge: -1
HOMO level (alpha / beta): -2.4 / -5.0 eV
Kohn-Sham gap (alpha / beta): 0.1365 / 0.2303 Ha
energy above the lowest of the compared OMol25 structures with the same formula, charge and spin: 0.0 kcal/mol

```
107
C50H47HgN6O2P ωB97M-V/def2-TZVPD
Hg 0.8107 0.5993 -0.2520
O 6.0081 3.2944 4.1182
C 5.6844 3.8747 3.0662
O 6.2054 4.8506 2.4903
C 4.4521 3.2823 2.3408
C 3.7991 2.1806 2.8253
C 2.6884 1.6548 2.1285
N 2.2723 2.2249 0.9810
C 2.8801 3.3369 0.5283
C 3.9664 3.8849 1.1697
C 2.3251 3.9378 -0.7212
C 3.0020 4.9530 -1.4048
C 2.4860 5.4300 -2.5907
C 1.3011 4.8938 -3.0796
C 0.6887 3.9086 -2.3292
N 1.1747 3.4461 -1.1809
C 1.8954 0.5427 2.6158
C 2.2798 -0.2222 3.7304
C 1.4711 -1.1997 4.2463
C 0.1984 -1.4204 3.6284
C -0.1028 -0.7119 2.5113
N 0.6946 0.2342 1.9465
H 4.1489 1.7623 3.7585
H 4.4734 4.7781 0.8374
H 3.9344 5.3410 -1.0236
H 3.0097 6.2040 -3.1378
H 0.8698 5.2216 -4.0155
H -0.2357 3.4534 -2.6720
H 3.2378 -0.0185 4.1884
H 1.7816 -1.7758 5.1075
H -0.5105 -2.1383 4.0172
H -1.0420 -0.8862 1.9982
C 4.7060 1.7122 -4.1780
C 4.6191 1.6505 -2.7705
C 3.4776 1.1985 -2.1745
C 2.3506 0.7892 -2.9330
C 1.1436 0.3267 -2.3123
C 0.1682 -0.1862 -3.1281
C 0.2881 -0.1978 -4.5395
C 1.3992 0.3127 -5.1378
C 2.4678 0.8033 -4.3465
C 3.6589 1.2888 -4.9431
H 5.6092 2.0838 -4.6455
H 5.4550 1.9678 -2.1598
H 3.4221 1.1410 -1.0961
H -0.7383 -0.5921 -2.7002
H -0.5198 -0.6011 -5.1393
H 1.4927 0.3343 -6.2179
H 3.7254 1.3060 -6.0255
C -2.3927 2.0768 2.8325
C -2.6231 2.4273 1.3556
C -3.8660 3.3028 1.2014
C -1.4044 3.2416 0.8892
P -2.5280 0.8105 0.3975
C -3.5510 -0.4155 1.3273
C -3.1007 -1.7359 1.3157
C -3.8052 -2.7509 1.9458
C -4.9857 -2.4626 2.6143
C -5.4532 -1.1563 2.6377
C -4.7453 -0.1486 1.9977
C -3.5161 0.8943 -1.2094
C -2.7853 1.8786 -2.1285
C -4.9981 1.2609 -1.1268
C -3.4273 -0.5157 -1.8096
H -2.1381 2.9921 3.3735
H -1.5555 1.3846 2.9504
H -3.2706 1.6358 3.3035
H -3.7706 4.1599 1.8754
H -4.7962 2.7937 1.4484
H -3.9514 3.6973 0.1887
H -1.3554 4.1745 1.4584
H -1.4582 3.5003 -0.1695
H -0.4682 2.7045 1.0521
H -2.1683 -1.9671 0.8084
H -3.4231 -3.7642 1.9293
H -5.5333 -3.2470 3.1206
H -6.3723 -0.9179 3.1581
H -5.1363 0.8581 2.0294
H -2.8842 2.9055 -1.7724
H -3.2095 1.8318 -3.1362
H -1.7211 1.6408 -2.2032
H -5.1579 2.3045 -0.8672
H -5.5316 0.6350 -0.4106
H -5.4546 1.0942 -2.1082
H -2.4163 -0.9206 -1.7535
H -3.7240 -0.4803 -2.8616
H -4.0945 -1.2051 -1.2908
N -0.9931 -11.0016 0.2925
C -0.6293 -9.9110 0.2901
C -0.1740 -8.5458 0.2870
C 1.1878 -8.2625 0.3205
C 1.6263 -6.9520 0.3175
C 0.7069 -5.9065 0.2917
C -0.6577 -6.1909 0.2638
C -1.0937 -7.5012 0.2551
N 1.1516 -4.5738 0.2948
C 2.3933 -4.1004 0.6900
C 2.3509 -2.7551 0.5224
N 1.1260 -2.3747 0.0233
C 0.4401 -3.4683 -0.0992
H 1.9034 -9.0730 0.3377
H 2.6861 -6.7441 0.3169
H -1.3824 -5.3901 0.2686
H -2.1526 -7.7195 0.2335
H 3.1572 -4.7397 1.0906
H 3.1138 -2.0291 0.7519
H -0.5612 -3.5331 -0.4917
```

=====

Record 2
ORCA calculation (ωB97M-V/def2-TZVPD) on a structure of composition C50H47N4O3P2S2V.

spin multiplicity: 3
charge: +2
HOMO level (alpha / beta): -12.1 / -12.1 eV
Kohn-Sham gap (alpha / beta): 0.1978 / 0.2011 Ha
energy above the lowest of the compared OMol25 structures with the same formula, charge and spin: 0.0 kcal/mol

```
109
C50H47N4O3P2S2V ωB97M-V/def2-TZVPD
V -0.0429 0.3317 0.0694
C -1.5191 -1.7250 2.9316
N -2.7686 -1.1169 2.5732
C -3.1752 -1.3941 1.2171
P -2.5620 -0.1006 0.0481
C -3.5105 1.3895 0.3986
C -2.9904 2.3393 1.2726
C -3.7597 3.4296 1.6486
C -5.0430 3.5769 1.1434
C -5.5567 2.6431 0.2513
C -4.7941 1.5503 -0.1255
C -3.0432 -0.6349 -1.6075
C -3.4935 -1.9268 -1.8683
C -3.7960 -2.3051 -3.1692
C -3.6472 -1.3999 -4.2075
C -3.1943 -0.1111 -3.9522
C -2.8913 0.2733 -2.6584
C -3.6940 -0.6461 3.5392
C -4.9348 -0.1391 3.1460
C -5.8443 0.3195 4.0856
C -5.5457 0.2983 5.4380
C -4.3145 -0.1961 5.8346
C -3.3981 -0.6644 4.9047
P 0.0091 -0.8674 2.3159
C 1.2390 -2.1664 2.5884
C 1.6854 -2.4381 3.8825
C 2.5372 -3.5070 4.1115
C 2.9397 -4.3142 3.0561
C 2.4881 -4.0561 1.7698
C 1.6399 -2.9843 1.5351
C 0.4143 0.4742 3.4584
C 1.7317 0.9233 3.5547
C 2.0318 2.0240 4.3412
C 1.0240 2.6813 5.0335
C -0.2868 2.2364 4.9411
C -0.5956 1.1402 4.1501
H -1.4431 -2.7341 2.5068
H -1.4064 -1.8414 4.0062
H -4.2588 -1.4768 1.1252
H -2.7528 -2.3538 0.9032
H -1.9847 2.2356 1.6588
H -3.3557 4.1652 2.3312
H -5.6428 4.4286 1.4350
H -6.5526 2.7688 -0.1516
H -5.1979 0.8232 -0.8201
H -3.6312 -2.6425 -1.0685
H -4.1600 -3.3045 -3.3663
H -3.8931 -1.6946 -5.2180
H -3.0887 0.5979 -4.7625
H -2.5479 1.2819 -2.4596
H -5.2099 -0.0717 2.1053
H -6.7974 0.7021 3.7443
H -6.2578 0.6564 6.1677
H -4.0543 -0.2296 6.8843
H -2.4555 -1.0350 5.2790
H 1.3768 -1.8104 4.7096
H 2.8838 -3.7121 5.1153
H 3.6014 -5.1501 3.2395
H 2.7939 -4.6951 0.9516
H 1.2790 -2.7861 0.5325
H 2.5255 0.4092 3.0254
H 3.0553 2.3650 4.4196
H 1.2628 3.5362 5.6514
H -1.0720 2.7376 5.4918
H -1.6201 0.7955 4.0996
S 2.4067 0.1628 -0.0321
C 2.6293 -0.4464 -1.6011
N 3.6499 -0.1193 -2.3442
C 3.8593 -0.7650 -3.6447
C 3.4831 -2.2180 -3.5483
N 2.1196 -2.3365 -3.0184
C 1.3197 -3.4592 -3.5152
C 0.4724 -3.1256 -4.7272
C -0.3901 -4.1094 -5.2006
C -1.1164 -3.9005 -6.3605
C -0.9979 -2.7013 -7.0518
C -0.1592 -1.7105 -6.5705
C 0.5772 -1.9240 -5.4115
C 1.6547 -1.4676 -2.1466
S 0.0488 -1.4913 -1.6397
C 4.6844 0.8644 -1.9532
C 5.9865 0.1609 -1.6658
C 6.0850 -0.7080 -0.5808
C 7.2743 -1.3722 -0.3304
C 8.3725 -1.1691 -1.1578
C 8.2803 -0.3010 -2.2340
C 7.0865 0.3612 -2.4901
H 4.9148 -0.6716 -3.8915
H 3.2718 -0.2404 -4.4016
H 4.1754 -2.7674 -2.9051
H 3.4921 -2.6685 -4.5393
H 0.6968 -3.8260 -2.6993
H 2.0339 -4.2443 -3.7695
H -0.4781 -5.0514 -4.6713
H -1.7720 -4.6781 -6.7297
H -1.5578 -2.5427 -7.9637
H -0.0667 -0.7717 -7.1001
H 1.2248 -1.1345 -5.0494
H 4.3138 1.4196 -1.0959
H 4.7909 1.5499 -2.7953
H 5.2366 -0.8519 0.0797
H 7.3521 -2.0389 0.5179
H 9.3028 -1.6824 -0.9560
H 9.1367 -0.1333 -2.8726
H 7.0200 1.0495 -3.3253
O 0.2402 2.1913 0.8669
N 0.2073 2.7059 -0.3145
O 0.7345 3.7155 -0.6073
O -0.3998 1.9390 -1.1681
```

=====

Record 3
ORCA calculation (ωB97M-V/def2-TZVPD) on a structure of composition C50H48F3N9RbS5Sb.

charge: -2
HOMO level: -1.2 eV
Kohn-Sham gap: 0.1641 Ha
energy above the lowest of the compared OMol25 structures with the same formula, charge and spin: 0.0 kcal/mol

```
117
C50H48F3N9RbS5Sb ωB97M-V/def2-TZVPD
Rb 0.0403 -0.0441 0.3565
C -5.6966 4.3539 3.4556
C -4.9161 4.7996 2.2204
C -5.8991 4.9460 1.0523
C -4.2568 6.1545 2.5135
C -3.8199 3.8063 1.8489
C -3.5063 2.6900 2.6119
C -2.4578 1.8720 2.2130
N -1.7210 2.1024 1.1357
C -1.9996 3.1803 0.4059
C -3.0446 4.0326 0.7165
C -1.0913 3.4439 -0.7576
C -0.9074 4.7277 -1.2400
C -0.0234 4.9544 -2.2924
C 0.5899 3.8421 -2.8464
C 0.3690 2.5923 -2.2791
N -0.4231 2.3940 -1.2375
C 0.2596 6.3856 -2.7364
C 1.2734 6.4406 -3.8775
C 0.8323 7.1591 -1.5395
C -1.0449 7.0433 -3.2027
H -6.4829 5.0817 3.6680
H -5.0556 4.2920 4.3366
H -6.1702 3.3811 3.3078
H -6.6864 5.6567 1.3166
H -6.3665 3.9888 0.8115
H -5.4053 5.3149 0.1530
H -5.0222 6.8860 2.7877
H -3.7059 6.5305 1.6513
H -3.5351 6.0722 3.3270
H -4.0547 2.4386 3.5084
H -2.2086 0.9811 2.7821
H -3.2369 4.8919 0.0897
H -1.3867 5.5568 -0.7384
H 1.2806 3.9246 -3.6738
H 0.8833 1.7128 -2.6572
H 2.2227 5.9865 -3.5885
H 1.4676 7.4831 -4.1391
H 0.9071 5.9335 -4.7731
H 1.7546 6.6944 -1.1853
H 0.1395 7.1867 -0.6978
H 1.0547 8.1884 -1.8345
H -1.4759 6.5019 -4.0475
H -0.8536 8.0739 -3.5125
H -1.7856 7.0634 -2.4021
S -0.4435 -7.9382 2.5454
C -0.3823 -6.4357 1.7829
S 0.9999 -5.7955 1.0211
C 0.4028 -4.2129 0.5717
C -0.8763 -3.9639 0.9714
S -1.8740 -2.5381 0.7406
S -1.6323 -5.2794 1.8389
S 1.5388 -3.2057 -0.3092
N -0.3851 -1.4640 -2.3066
C -1.2552 -1.1512 -3.3071
C -1.0561 -1.4873 -4.6321
C -1.9714 -1.0973 -5.6272
C -3.0947 -0.3763 -5.3345
C -3.3334 -0.0034 -3.9868
C -4.4661 0.7412 -3.5824
C -4.6299 1.0678 -2.2698
C -3.6417 0.6653 -1.3430
N -2.5786 -0.0128 -1.6774
C -2.4206 -0.3708 -2.9784
H 0.2867 -2.2086 -2.4509
H -0.8081 -1.5824 -1.3856
H -0.1849 -2.0739 -4.8973
H -1.7757 -1.3926 -6.6521
H -3.8009 -0.0901 -6.1042
H -5.1936 1.0409 -4.3293
H -5.4890 1.6318 -1.9291
H -3.7431 0.9297 -0.2947
N 0.8438 0.1912 4.1981
N 0.4219 -1.0362 3.5942
H 0.0547 0.7172 4.5605
H 1.2860 0.7561 3.4793
H -0.5102 -0.9832 3.1933
H 0.4031 -1.7557 4.3034
F 7.9369 -2.5057 -3.6729
C 6.9687 -1.8289 -2.9966
C 5.9097 -2.5372 -2.4672
C 4.9253 -1.8350 -1.7850
C 5.0013 -0.4472 -1.6264
C 6.0890 0.2218 -2.1780
C 7.0845 -0.4625 -2.8713
Sb 3.3952 0.4485 -0.4923
C 4.3530 0.0192 1.3614
C 5.6759 0.3760 1.6061
C 6.2884 0.0671 2.8137
C 5.5490 -0.6135 3.7597
F 6.1438 -0.9169 4.9446
C 4.2433 -0.9989 3.5514
C 3.6473 -0.6785 2.3380
C 4.0602 2.4667 -0.7921
C 4.3748 3.3504 0.2380
C 4.6909 4.6781 -0.0216
C 4.6937 5.1080 -1.3313
F 5.0066 6.4041 -1.5964
C 4.3853 4.2751 -2.3852
C 4.0593 2.9547 -2.0979
H 5.8567 -3.6105 -2.5909
H 4.0875 -2.3930 -1.3724
H 6.1797 1.2970 -2.0720
H 7.9350 0.0484 -3.3041
H 6.2489 0.8981 0.8468
H 7.3153 0.3374 3.0218
H 3.6975 -1.5280 4.3202
H 2.6227 -0.9968 2.1776
H 4.3465 3.0100 1.2662
H 4.9121 5.3755 0.7751
H 4.3959 4.6562 -3.3982
H 3.8066 2.2964 -2.9243
N -0.7473 5.7146 1.5884
C 0.1731 4.9990 1.5754
N 1.2704 4.3029 1.5770
C 1.4322 3.0240 1.5759
N 1.7509 1.8987 1.5451
```

=====

Record 4
ORCA calculation (ωB97M-V/def2-TZVPD) on a structure of composition C50H50AsClIrN3O3SeTe.

charge: +2
HOMO level: -12.8 eV
Kohn-Sham gap: 0.2540 Ha
energy above the lowest of the compared OMol25 structures with the same formula, charge and spin: 0.0 kcal/mol

```
111
C50H50AsClIrN3O3SeTe ωB97M-V/def2-TZVPD
Ir 1.0331 0.3013 -0.7374
C 5.3670 -1.9341 -0.6316
N 5.1375 -0.9808 -1.7137
C 5.7168 -1.0713 -2.9587
C 5.2788 -0.0101 -3.6726
N 4.4501 0.7166 -2.8527
C 3.7875 1.9574 -3.2348
C 4.3515 0.1091 -1.6622
Se 3.4015 0.7511 -0.1596
H 6.3902 -2.2933 -0.6998
H 4.6794 -2.7732 -0.7187
H 5.2220 -1.4355 0.3205
H 6.3994 -1.8624 -3.2187
H 5.5022 0.2965 -4.6802
H 4.2971 2.3612 -4.1051
H 3.8464 2.6645 -2.4106
H 2.7476 1.7571 -3.4694
Cl -6.8773 0.2838 -4.1784
C -5.3831 -0.0831 -3.4092
C -4.7133 -1.2545 -3.7440
C -3.5238 -1.5557 -3.1104
C -2.9931 -0.6751 -2.1691
C -3.6606 0.5096 -1.8599
C -4.8673 0.7979 -2.4665
C -1.7200 -0.9487 -1.4838
O -1.4257 -2.2234 -1.3262
O -1.0266 0.0058 -1.1158
H -5.1286 -1.9186 -4.4897
H -3.0004 -2.4697 -3.3601
H -3.2410 1.1926 -1.1319
H -5.4083 1.7009 -2.2190
C -3.9989 3.6524 0.3392
C -3.4252 3.9699 -0.8832
C -2.0823 3.6992 -1.1169
C -1.3150 3.1184 -0.1159
C -1.8884 2.7989 1.1114
C -3.2309 3.0648 1.3379
As 0.5494 2.7010 -0.3939
C 1.5268 3.5647 1.0149
C 1.6297 3.1749 2.3389
C 2.4455 3.9039 3.1935
C 3.1520 4.9985 2.7100
C 3.0596 5.3730 1.3770
C 2.2433 4.6536 0.5129
C 2.0682 4.9102 -0.9362
C 2.6626 5.9386 -1.6593
C 2.4090 6.0644 -3.0173
C 1.5659 5.1726 -3.6722
C 0.9706 4.1364 -2.9654
C 1.2284 4.0181 -1.6089
H -5.0426 3.8755 0.5220
H -4.0197 4.4400 -1.6566
H -1.6407 3.9634 -2.0691
H -1.2864 2.3582 1.8990
H -3.6754 2.8308 2.2972
H 1.0858 2.3105 2.7014
H 2.5325 3.6189 4.2349
H 3.7868 5.5654 3.3786
H 3.6263 6.2234 1.0200
H 3.3156 6.6491 -1.1692
H 2.8680 6.8726 -3.5720
H 1.3710 5.2882 -4.7301
H 0.3240 3.4305 -3.4744
C 1.3908 -2.4448 -3.5234
C 1.3901 -1.4872 -2.3850
O 1.5551 -0.1893 -2.6305
N 1.1596 -1.6768 -1.1328
Te -0.2352 -3.1527 -0.0494
C -1.9022 -3.9983 1.0867
C -1.4051 -4.6429 2.2280
C 0.0735 -4.8380 2.4723
C -2.2935 -5.1527 3.1658
C -3.6669 -5.0544 2.9954
C -4.6270 -5.5825 4.0226
C -4.1302 -4.4856 1.8155
C -3.2807 -3.9717 0.8388
C -3.9384 -3.4640 -0.4172
C 0.1865 -1.7809 1.4985
C 1.5193 -1.7541 1.9442
C 2.6183 -2.5835 1.3390
C 1.8378 -0.9290 3.0165
C 0.8794 -0.1570 3.6595
C 1.2260 0.6622 4.8712
C -0.4247 -0.1945 3.1798
C -0.8114 -1.0041 2.1133
C -2.2780 -1.0095 1.7728
H 1.8993 -2.0101 -4.3812
H 0.3606 -2.6663 -3.8109
H 1.8757 -3.3776 -3.2400
H 0.5944 -5.2130 1.5840
H 0.2206 -5.5901 3.2452
H 0.5699 -3.9278 2.8204
H -1.8977 -5.6512 4.0443
H -4.1039 -6.0773 4.8388
H -5.3189 -6.2968 3.5750
H -5.2245 -4.7718 4.4430
H -5.1994 -4.4619 1.6270
H -4.8305 -4.0561 -0.6170
H -3.2956 -3.5279 -1.2862
H -4.2601 -2.4229 -0.3136
H 2.2712 -3.5354 0.9356
H 3.3729 -2.8111 2.0914
H 3.0888 -2.0242 0.5302
H 2.8590 -0.9238 3.3828
H 2.2991 0.6678 5.0544
H 0.7347 0.2527 5.7557
H 0.8838 1.6932 4.7678
H -1.1904 0.3929 3.6790
H -2.6625 0.0116 1.7717
H -2.8289 -1.5784 2.5256
H -2.5150 -1.4591 0.8163
```

=====

> Among the records above, which one has the lowest charge?

C50H48F3N9RbS5Sb